No. 1
{
  "formula": "C12H20Cl2N4O4Y",
  "method": "wB97M-V/def2-TZVPD",
  "largest_force_ha_per_bohr": 0.0161,
  "homo_lumo_gap_ev": 8.9,
  "total_charge": 1,
  "elements": ["Y", "C", "C", "N", "C", "C", "C", "C", "C", "C", "C", "N", "C", "C", "N", "N", "H", "H", "H", "H", "H", "H", "H", "H", "H", "H", "H", "H", "H", "H", "H", "H", "H", "H", "O", "Cl", "O", "O", "O", "Cl", "C", "H", "H"],
  "coordinates": [[-1.324592, -0.808284, 0.026266], [-0.036603, 1.739427, 1.788131], [-0.257127, 0.627935, 2.793190], [-0.111972, -0.721503, 2.196639], [1.283884, -1.169821, 1.999726], [1.895575, -0.664931, 0.706122], [3.258971, -0.489412, 0.544484], [3.721796, -0.064163, -0.691574], [2.828770, 0.184364, -1.723486], [1.478649, -0.013965, -1.492398], [0.438721, 0.182015, -2.577528], [-0.900399, 0.514213, -2.058853], [-1.135934, 1.953651, -1.811926], [-0.477937, 2.416764, -0.529972], [-0.937278, 1.615749, 0.624515], [1.047171, -0.428423, -0.294967], [0.985058, 1.715387, 1.405634], [-0.151477, 2.704680, 2.290802], [-1.268405, 0.692449, 3.198050], [0.443974, 0.758081, 3.623687], [-0.563412, -1.386221, 2.817065], [1.271498, -2.261395, 1.965928], [1.926486, -0.875817, 2.835343], [3.939858, -0.679613, 1.362555], [4.781757, 0.084333, -0.850279], [3.167467, 0.525561, -2.692175], [0.355422, -0.757123, -3.129720], [0.799333, 0.942867, -3.276934], [-1.591403, 0.184758, -2.725291], [-2.214595, 2.096640, -1.745636], [-0.764986, 2.559105, -2.645117], [-0.666854, 3.483410, -0.377984], [0.606100, 2.304270, -0.590181], [-1.872101, 1.922524, 0.887678], [-1.417083, -4.707484, -1.442306], [-0.950298, -3.422776, -1.123469], [0.364418, -3.141004, -1.609143], [-1.881550, -2.361635, -1.639730], [-0.980181, -3.160655, 0.355730], [-3.896668, 0.068682, -0.555917], [-3.405794, -0.648574, 1.106268], [-3.999029, -1.559322, 1.202243], [-3.789231, 0.045251, 1.854531]],
  "forces_ev_per_angstrom": [[-0.57, 0.27, -0.31], [0.01, 0.16, -0.14], [0.01, -0.16, 0.07], [0.20, 0.04, -0.10], [0.09, 0.12, -0.01], [-0.03, 0.00, 0.04], [-0.03, -0.01, -0.01], [0.07, 0.02, -0.03], [-0.06, -0.01, -0.03], [0.05, -0.03, 0.18], [0.10, 0.05, 0.02], [0.14, -0.01, 0.16], [0.02, -0.07, -0.14], [0.05, 0.05, 0.23], [0.04, -0.08, 0.00], [-0.19, -0.03, -0.12], [0.01, -0.06, 0.04], [-0.03, -0.02, 0.01], [0.00, -0.02, -0.01], [-0.03, 0.01, 0.02], [0.00, 0.00, -0.01], [0.02, -0.01, -0.04], [-0.05, -0.01, 0.04], [0.01, 0.00, 0.00], [0.00, 0.00, 0.01], [0.05, 0.00, 0.02], [0.02, -0.02, 0.02], [-0.04, -0.01, -0.03], [0.02, 0.00, -0.01], [0.00, 0.01, -0.01], [-0.02, 0.01, 0.00], [-0.04, 0.00, -0.05], [-0.01, -0.03, -0.05], [0.02, 0.02, 0.01], [0.06, 0.19, 0.18], [-0.42, 0.23, 0.16], [-0.19, -0.13, 0.05], [0.63, -0.54, 0.00], [0.31, -0.06, -0.71], [0.19, -0.08, 0.34], [-0.35, 0.08, 0.49], [-0.02, 0.00, -0.16], [-0.04, 0.12, -0.14]]
}

---

No. 2
{
  "formula": "C12H30NNbO3S",
  "method": "wB97M-V/def2-TZVPD",
  "largest_force_ha_per_bohr": 0.0468,
  "homo_lumo_gap_ev": 6.5,
  "total_charge": 0,
  "elements": ["C", "C", "Nb", "O", "C", "S", "O", "O", "H", "H", "H", "H", "H", "H", "H", "H", "H", "H", "C", "C", "C", "C", "N", "C", "C", "C", "C", "C", "H", "H", "H", "H", "H", "H", "H", "H", "H", "H", "H", "H", "H", "H", "H", "H", "H", "H", "H", "H"],
  "coordinates": [[1.361682, -0.192498, 1.867243], [1.776630, 0.589944, 2.867307], [2.612489, -0.197025, 4.847439], [4.285951, -0.922231, 4.138796], [3.277570, 2.009013, 5.134053], [4.650983, 2.352927, 6.108368], [5.198270, 3.663640, 5.816308], [5.560564, 1.226749, 6.125909], [1.027207, 0.234811, 0.911363], [1.312211, -1.275200, 1.958666], [1.731458, 1.667676, 2.678514], [2.773713, -0.600876, 6.628956], [1.672741, -1.723176, 4.485071], [0.985715, 0.411185, 5.393533], [4.846685, -0.224672, 3.760563], [3.523363, 2.437066, 4.150087], [2.424910, 2.568867, 5.534359], [4.075475, 2.438016, 7.329751], [-3.698976, -2.601896, -3.538306], [-4.156893, -1.231897, -3.043877], [-3.481888, -0.060343, -3.760026], [-1.963967, 0.072170, -3.706280], [-1.324974, 0.315885, -2.357336], [-1.170830, -0.958982, -1.555828], [0.102868, -1.589986, -2.070713], [1.032763, -0.382932, -2.212824], [0.116308, 0.793372, -2.565017], [-2.084185, 1.335109, -1.580836], [-2.615111, -2.728857, -3.486611], [-4.144357, -3.397995, -2.943530], [-3.997013, -2.756633, -4.575980], [-4.032477, -1.154908, -1.960932], [-5.230281, -1.137399, -3.213638], [-3.938084, 0.876976, -3.436410], [-3.711025, -0.134489, -4.826697], [-1.688927, 0.934430, -4.311763], [-1.464263, -0.797125, -4.130789], [-1.058249, -0.659931, -0.513269], [-2.057357, -1.571128, -1.663662], [-0.056085, -2.085799, -3.029987], [0.481448, -2.335181, -1.375335], [1.812643, -0.536958, -2.954009], [1.518643, -0.171533, -1.261238], [0.223412, 1.136602, -3.589206], [0.268731, 1.636234, -1.897277], [-3.063793, 0.941908, -1.326410], [-2.183315, 2.238017, -2.179147], [-1.532384, 1.549054, -0.669354]],
  "forces_ev_per_angstrom": [[-0.04, 0.16, -0.05], [-0.42, -0.06, 0.49], [1.97, -1.36, -0.29], [-0.45, 0.85, -0.14], [-0.80, 0.12, -0.52], [0.24, 0.05, 0.03], [-0.06, -0.16, 0.11], [-0.03, 0.18, -0.04], [-0.01, -0.05, -0.03], [0.03, 0.07, -0.06], [0.03, -0.07, -0.07], [-0.61, 0.36, -0.05], [-0.40, 0.35, 0.01], [-0.10, 0.07, 0.01], [0.27, -0.44, 0.10], [-0.04, -0.08, 0.15], [0.24, 0.09, -0.03], [0.05, -0.08, 0.14], [-0.03, 0.03, 0.03], [0.09, -0.08, -0.06], [-0.10, 0.01, 0.15], [-0.06, 0.00, -0.09], [0.11, 0.14, 0.07], [-0.01, -0.15, 0.06], [0.06, 0.10, -0.06], [0.09, 0.01, 0.14], [0.08, -0.08, 0.06], [-0.05, -0.04, 0.00], [0.01, 0.00, 0.01], [-0.02, -0.01, -0.01], [0.03, 0.01, -0.02], [0.00, 0.02, 0.01], [-0.01, 0.01, 0.01], [0.01, 0.02, -0.01], [0.04, -0.01, -0.02], [0.01, 0.00, -0.01], [0.01, -0.02, 0.03], [0.03, -0.01, 0.01], [-0.06, 0.04, 0.00], [-0.03, -0.02, 0.00], [0.01, 0.02, 0.04], [-0.03, 0.04, -0.06], [0.03, -0.10, 0.02], [-0.07, -0.01, -0.03], [0.03, 0.03, -0.03], [-0.02, 0.00, -0.01], [-0.01, 0.01, -0.01], [0.00, 0.01, 0.01]]
}

---

No. 3
{
  "formula": "C22H26O8S2",
  "method": "wB97M-V/def2-TZVPD",
  "smiles": "CCOC(=O)CCS(=O)(=O)c1ccc(-c2ccc(S(=O)(=O)CCC(=O)OCC)cc2)cc1",
  "largest_force_ha_per_bohr": 0.0154,
  "homo_lumo_gap_ev": 9.3,
  "total_charge": 0,
  "elements": ["C", "C", "O", "C", "O", "C", "C", "S", "O", "O", "C", "C", "C", "C", "C", "C", "C", "C", "S", "O", "O", "C", "C", "C", "O", "O", "C", "C", "C", "C", "C", "C", "H", "H", "H", "H", "H", "H", "H", "H", "H", "H", "H", "H", "H", "H", "H", "H", "H", "H", "H", "H", "H", "H", "H", "H", "H", "H"],
  "coordinates": [[5.322712, 3.643029, 5.384480], [4.497511, 3.485542, 6.651338], [3.321022, 2.711923, 6.391753], [3.395959, 1.395367, 6.564696], [4.325105, 0.811091, 7.049369], [2.094394, 0.718554, 6.149145], [1.357825, 1.525380, 5.103602], [2.503766, 1.873992, 3.702932], [2.519308, 3.289342, 3.450978], [3.755886, 1.208255, 3.938111], [1.700743, 1.064706, 2.312069], [2.059457, -0.228649, 1.984284], [1.425887, -0.862990, 0.931389], [0.426549, -0.208270, 0.211677], [-0.250200, -0.882013, -0.907960], [-1.633322, -0.789129, -1.055211], [-2.269412, -1.419903, -2.107889], [-1.519688, -2.131466, -3.021738], [-2.321559, -2.943045, -4.406346], [-3.741794, -2.708452, -4.331124], [-1.882219, -4.314003, -4.423035], [-1.664794, -2.147186, -5.934849], [-2.761911, -1.302729, -6.545624], [-3.310088, -0.388026, -5.464546], [-2.641177, 0.019176, -4.546190], [-4.576625, -0.081036, -5.683268], [-5.285162, 0.605223, -4.645562], [-6.160910, -0.387743, -3.894984], [-0.149023, -2.244750, -2.892197], [0.485051, -1.623778, -1.832289], [0.079335, 1.097138, 0.560748], [0.717977, 1.734863, 1.608215], [4.710015, 4.079150, 4.599533], [5.664012, 2.668227, 5.045696], [6.179937, 4.281138, 5.580315], [4.130651, 4.451124, 7.007835], [5.077171, 2.989560, 7.437010], [1.481023, 0.590505, 7.045413], [2.354111, -0.270705, 5.770623], [1.042884, 2.494550, 5.478232], [0.510753, 0.984205, 4.688914], [2.841881, -0.710090, 2.549514], [1.691144, -1.877135, 0.673935], [-2.211095, -0.236373, -0.329872], [-3.337772, -1.368209, -2.237564], [-0.821429, -1.539006, -5.619140], [-1.337401, -2.952773, -6.584908], [-2.379117, -0.694929, -7.369202], [-3.577648, -1.923350, -6.914155], [-4.556221, 1.071949, -3.975405], [-5.882046, 1.376026, -5.139223], [-6.581944, 0.080001, -3.009559], [-5.560420, -1.248285, -3.607037], [-6.967921, -0.736905, -4.533217], [0.405163, -2.827900, -3.611370], [1.557723, -1.690867, -1.730423], [-0.675014, 1.616953, -0.010018], [0.483191, 2.751828, 1.880538]],
  "forces_ev_per_angstrom": [[-0.32, -0.17, 0.19], [0.57, 0.23, 0.14], [-0.28, 0.26, -0.06], [-0.17, -0.63, 0.45], [0.08, 0.00, -0.01], [0.38, 0.05, 0.00], [0.36, 0.00, -0.45], [-0.63, 0.12, -0.38], [-0.35, 0.10, -0.09], [0.02, -0.47, 0.02], [0.25, 0.19, 0.46], [0.15, -0.04, 0.07], [-0.10, 0.11, -0.04], [0.15, 0.12, 0.23], [-0.14, -0.15, -0.24], [0.11, -0.11, -0.02], [-0.13, -0.01, -0.03], [-0.19, -0.18, -0.41], [0.42, -0.56, -0.01], [-0.10, 0.28, 0.04], [0.37, 0.02, -0.05], [-0.29, -0.01, 0.66], [-0.22, 0.07, 0.25], [0.28, 0.23, -0.40], [-0.01, 0.15, -0.09], [-0.32, -0.05, -0.33], [-0.14, 0.24, 0.52], [0.27, 0.11, -0.29], [0.03, -0.11, -0.01], [-0.08, 0.06, 0.02], [0.07, -0.10, 0.04], [-0.04, 0.14, 0.05], [0.04, 0.07, -0.07], [0.09, -0.03, -0.04], [0.10, 0.07, 0.03], [0.03, -0.15, -0.01], [-0.16, 0.15, -0.09], [0.01, 0.02, -0.07], [0.00, 0.04, 0.12], [-0.01, 0.07, -0.09], [-0.05, 0.02, -0.01], [0.09, -0.14, 0.03], [0.03, -0.10, -0.02], [-0.07, 0.04, 0.07], [-0.14, 0.08, 0.01], [0.09, 0.00, -0.03], [0.01, -0.12, 0.08], [-0.01, -0.03, 0.03], [0.06, 0.07, -0.07], [-0.18, -0.01, -0.17], [0.13, -0.08, 0.05], [-0.08, 0.05, 0.09], [-0.02, -0.03, 0.10], [-0.10, -0.06, -0.01], [0.16, -0.06, -0.05], [0.10, -0.01, 0.00], [-0.06, 0.07, -0.06], [-0.08, 0.14, -0.04]]
}